# 1
Density functional theory data (the ωB97M-V functional and the def2-TZVPD basis) for C54H51N6O5PW as an isolated structure at a distorted geometry.

Each line ends with the Mulliken charge.
Element x y z (Å)
W -0.20 0.22 -0.44  1.969
C 2.66 -0.47 0.48  -0.881
O 1.28 -0.64 0.93  0.524
C 1.09 -0.37 2.34  0.577
C 1.93 -1.10 3.12  -0.575
C 2.04 -0.91 4.53  -1.659
C 1.19 -0.02 5.07  -1.219
C -0.13 0.12 4.49  -0.492
C -0.30 -0.04 2.90  0.591
N -1.30 -0.59 0.72  -0.471
N -1.76 0.73 0.91  0.646
C -3.02 0.95 0.16  -0.009
C -2.87 0.52 -1.15  0.286
O -1.64 0.29 -1.67  -0.560
C -3.96 0.23 -2.00  -0.940
C -5.22 0.38 -1.51  -1.042
C -5.43 0.97 -0.24  0.509
C -6.76 1.28 0.15  -0.861
C -7.02 2.03 1.26  -0.822
C -5.93 2.56 1.98  -0.821
C -4.64 2.23 1.65  0.073
C -4.34 1.35 0.59  0.491
H 3.34 -1.07 1.07  0.874
H 2.92 0.59 0.55  0.321
H 2.69 -0.80 -0.56  -0.418
H 2.59 -1.82 2.64  0.658
H 2.82 -1.40 5.10  0.501
H 1.28 0.23 6.12  0.714
H -0.75 0.89 4.94  0.617
H -3.75 -0.15 -2.99  0.572
H -6.08 0.11 -2.11  0.458
H -7.56 0.93 -0.48  0.430
H -8.03 2.27 1.53  0.415
H -6.12 3.25 2.79  0.476
H -3.85 2.73 2.18  0.650
N -0.07 3.43 0.93  0.154
P 0.45 2.01 1.73  0.241
C 1.14 2.75 3.24  1.391
C 2.17 2.11 3.92  -0.012
C 2.70 2.70 5.06  -0.655
C 2.13 3.84 5.59  -0.717
C 1.03 4.43 4.97  -1.233
C 0.53 3.88 3.80  -0.698
C -1.12 1.16 2.27  1.796
C -2.01 1.92 3.17  -1.813
C -2.92 1.38 3.98  -0.859
C -3.21 -0.05 4.14  -1.041
C -2.36 -1.06 4.06  -1.642
C -0.89 -1.02 3.87  0.999
C -0.12 3.49 -0.43  0.501
C -0.11 4.74 -1.07  -1.187
C -0.17 4.80 -2.43  -0.702
C -0.22 3.61 -3.17  -0.887
C -0.23 2.43 -2.49  -0.282
N -0.18 2.34 -1.13  0.189
H 0.08 4.32 1.38  0.405
H 2.79 1.44 3.34  0.290
H 3.53 2.23 5.56  0.493
H 2.54 4.29 6.49  0.431
H 0.58 5.32 5.38  0.476
H -0.32 4.37 3.34  0.146
H -1.96 3.00 3.10  0.595
H -3.57 2.05 4.53  0.453
H -4.25 -0.28 4.36  0.457
H -2.75 -2.06 4.19  0.484
H -0.39 -1.98 3.89  0.620
H -0.07 5.63 -0.46  0.545
H -0.17 5.76 -2.93  0.490
H -0.26 3.61 -4.25  0.573
H -0.31 1.51 -3.04  0.314
O 2.17 0.83 -2.43  -0.396
C 2.05 -0.17 -3.44  2.656
C 0.77 -0.92 -3.03  -1.053
O -0.02 -1.43 -3.75  -0.520
O 0.62 -0.94 -1.68  0.526
C 1.98 0.46 -4.83  0.360
C 1.41 -0.22 -5.91  -0.393
C 1.41 0.35 -7.18  -0.891
C 1.99 1.59 -7.40  -0.611
C 2.57 2.26 -6.34  -1.005
C 2.57 1.70 -5.07  -0.427
C 3.20 -1.18 -3.35  0.063
C 4.42 -0.82 -2.78  -0.248
C 5.47 -1.73 -2.74  -0.956
C 5.31 -3.00 -3.26  -0.631
C 4.09 -3.37 -3.82  -0.955
C 3.05 -2.46 -3.87  -0.025
H 2.85 1.47 -2.69  0.341
H 0.97 -1.19 -5.77  0.392
H 0.97 -0.20 -8.00  0.455
H 1.99 2.02 -8.39  0.441
H 3.04 3.22 -6.50  0.453
H 3.06 2.27 -4.29  0.359
H 4.57 0.17 -2.37  0.371
H 6.42 -1.43 -2.31  0.465
H 6.13 -3.71 -3.23  0.450
H 3.96 -4.36 -4.23  0.480
H 2.11 -2.76 -4.32  0.316
C 0.19 -3.88 -1.21  -0.788
C 0.12 -5.43 -1.05  -1.027
N -0.38 -5.77 0.28  -0.176
C -1.71 -5.18 0.46  -1.011
C -1.63 -3.63 0.32  -0.489
N -0.25 -3.23 0.03  1.076
C 0.62 -3.68 1.12  0.363
C 0.52 -5.22 1.28  -0.997
H -0.45 -3.53 -2.02  0.511
H 1.21 -3.55 -1.44  0.272
H 1.10 -5.89 -1.18  0.349
H -0.55 -5.87 -1.79  0.307
H -2.08 -5.47 1.45  0.365
H -2.38 -5.61 -0.28  0.310
H -1.94 -3.12 1.24  0.089
H -2.26 -3.27 -0.49  0.571
H 0.30 -3.17 2.03  -0.641
H 1.64 -3.37 0.89  0.302
H 0.15 -5.50 2.27  0.409
H 1.50 -5.70 1.16  0.293

Energy in eV: -87100.09908
Net charge: +2
HOMO-LUMO gap in Eh: 0.1800
Energy relative to the best compared isomer or geometry (same formula, charge and spin) in eV: 7.930
M in g mol⁻¹: 1078.9

# 2
Density functional theory data (the ωB97M-V functional and the def2-TZVPD basis) for C54H53BaN2OP3S2 as an isolated structure at a distorted geometry.

Each line ends with the Mulliken charge.
Element x y z (Å)
Ba -0.21 0.49 -2.96  1.806
O 0.00 -0.92 -1.05  0.735
S 0.52 -1.93 -0.06  0.362
C 2.27 -1.59 0.14  0.645
C 2.92 -2.75 0.55  -0.843
C 4.27 -2.75 0.77  -0.946
C 5.00 -1.58 0.55  -1.251
C 4.36 -0.43 0.09  -0.543
C 2.99 -0.41 -0.14  0.327
P 2.40 1.22 -0.84  1.099
C 3.43 1.30 -2.37  0.394
C 3.51 0.11 -3.11  0.191
C 4.16 0.09 -4.36  -0.689
C 4.68 1.25 -4.87  -0.728
C 4.58 2.46 -4.14  -0.677
C 3.98 2.48 -2.88  -0.994
C 2.94 2.54 0.29  0.369
C 3.79 2.38 1.39  -0.361
C 4.03 3.40 2.30  -0.657
C 3.45 4.63 2.09  -0.679
C 2.56 4.80 1.04  -0.835
C 2.32 3.78 0.14  -0.491
C -0.28 -1.53 1.46  0.676
C 0.42 -1.81 2.63  -0.695
C -0.23 -1.64 3.86  -1.198
C -1.58 -1.32 3.82  -0.849
C -2.28 -1.13 2.64  -0.230
C -1.64 -1.18 1.40  -0.381
P -2.60 -0.83 -0.28  1.115
C -2.74 1.03 -0.48  0.857
C -3.07 1.55 -1.74  -0.649
C -3.39 2.91 -1.88  -0.951
C -3.32 3.77 -0.80  -0.932
C -3.02 3.26 0.47  -0.406
C -2.78 1.90 0.64  -0.553
C -4.27 -1.19 0.20  0.548
C -5.29 -0.25 0.21  -0.767
C -6.55 -0.62 0.61  -0.537
C -6.83 -1.93 1.04  -0.718
C -5.82 -2.86 1.05  -0.841
C -4.55 -2.51 0.58  -0.479
H 2.38 -3.66 0.69  0.615
H 4.72 -3.66 1.15  0.491
H 6.07 -1.55 0.71  0.475
H 5.00 0.44 -0.11  0.697
H 3.14 -0.80 -2.67  0.176
H 4.23 -0.85 -4.90  0.568
H 5.11 1.30 -5.86  0.417
H 4.95 3.37 -4.57  0.469
H 3.93 3.42 -2.32  0.425
H 4.27 1.43 1.54  0.323
H 4.66 3.23 3.16  0.522
H 3.64 5.46 2.78  0.422
H 2.12 5.76 0.91  0.523
H 1.58 3.92 -0.65  0.273
H 1.45 -2.09 2.59  0.341
H 0.22 -1.77 4.82  0.519
H -2.13 -1.21 4.76  0.431
H -3.32 -0.87 2.74  0.512
H -3.21 0.90 -2.60  0.681
H -3.61 3.31 -2.87  0.463
H -3.53 4.80 -0.94  0.485
H -3.09 3.94 1.34  0.301
H -2.60 1.55 1.59  0.687
H -5.11 0.78 -0.04  0.241
H -7.32 0.17 0.63  0.391
H -7.80 -2.19 1.41  0.433
H -5.99 -3.86 1.46  0.446
H -3.77 -3.27 0.65  0.512
C -0.43 -3.25 -6.29  -1.387
P -0.16 -2.49 -4.68  0.518
C 0.89 -3.71 -3.88  0.047
C 1.99 -3.14 -3.26  -0.124
C 2.92 -3.85 -2.56  -0.296
C 2.77 -5.23 -2.48  -0.886
C 1.75 -5.82 -3.21  -0.738
C 0.78 -5.09 -3.88  0.151
C -1.76 -2.74 -3.93  0.695
C -1.99 -3.65 -2.90  0.024
C -3.27 -3.85 -2.37  -0.981
C -4.34 -3.08 -2.82  -0.438
C -4.14 -2.18 -3.86  -0.947
C -2.87 -2.05 -4.41  -0.861
H -0.97 -2.55 -6.94  0.446
H -1.06 -4.15 -6.23  0.376
H 0.51 -3.53 -6.75  0.425
H 2.05 -2.05 -3.34  -0.359
H 3.69 -3.37 -2.00  0.704
H 3.41 -5.83 -1.86  0.465
H 1.60 -6.91 -3.24  0.375
H -0.01 -5.60 -4.42  0.474
H -1.17 -4.27 -2.55  0.383
H -3.43 -4.58 -1.61  0.524
H -5.33 -3.24 -2.42  0.438
H -4.97 -1.62 -4.26  0.503
H -2.75 -1.35 -5.24  0.363
C -1.59 5.25 5.21  -1.239
C -1.78 3.97 4.43  -0.543
N -0.65 3.67 3.52  0.192
C 0.09 2.53 3.57  -0.864
S 0.41 1.67 2.19  0.245
N 0.48 2.07 4.79  0.046
C 1.17 2.88 5.79  -0.420
C 2.60 2.40 5.96  -1.326
H -2.54 5.53 5.70  0.394
H -1.33 6.04 4.49  0.286
H -0.77 5.17 5.90  0.291
H -2.66 4.11 3.83  0.388
H -1.93 3.09 5.06  0.328
H -0.74 4.04 2.59  0.328
H 0.80 1.13 4.70  0.215
H 0.66 2.76 6.73  0.295
H 1.09 3.90 5.47  0.357
H 2.63 1.37 6.36  0.369
H 3.12 2.98 6.71  0.416
H 3.08 2.38 5.00  0.268

Energy in eV: -112104.92224
Net charge: +2
HOMO-LUMO gap in Eh: 0.2579
Energy relative to the best compared isomer or geometry (same formula, charge and spin) in eV: 0.224
M in g mol⁻¹: 1040.4

# 3
Density functional theory data (the ωB97M-V functional and the def2-TZVPD basis) for C54H55Ge2MoS5Se as an isolated structure at a distorted geometry.

Each line ends with the Mulliken charge.
Element x y z (Å)
Mo -2.04 -2.53 -0.74  -0.681
C -0.01 -3.51 5.35  -1.690
C 0.95 -3.12 4.25  0.760
C 1.28 -4.01 3.24  -0.941
C 2.13 -3.67 2.20  1.091
C 2.53 -4.70 1.18  -1.468
C 2.64 -2.36 2.15  0.357
C 2.38 -1.47 3.20  0.208
C 3.02 -0.10 3.28  -0.523
C 1.53 -1.86 4.23  -0.954
C 3.50 -1.93 1.01  0.173
C 4.82 -2.35 0.97  -0.152
C 5.66 -1.95 -0.06  -1.116
C 5.19 -1.08 -1.03  -0.166
C 3.87 -0.63 -1.00  -0.308
C 3.01 -1.08 0.01  0.129
Ge 1.08 -0.73 -0.11  -0.091
S 0.28 -2.74 -0.52  -0.149
S 0.13 0.36 1.59  0.258
Ge -1.32 0.95 -0.03  0.163
S -2.80 -0.65 0.24  -0.325
S 0.20 0.62 -1.65  0.101
C -1.79 2.85 -0.12  0.079
C -1.46 3.79 0.87  -0.403
C -1.84 5.12 0.70  0.193
C -2.51 5.53 -0.43  -1.216
C -2.84 4.61 -1.41  0.026
C -2.51 3.27 -1.26  -0.202
C -2.91 2.30 -2.33  0.063
C -4.04 1.51 -2.16  0.770
C -4.97 1.64 -0.98  -1.702
C -4.38 0.60 -3.17  -0.867
C -3.63 0.48 -4.33  0.671
C -3.99 -0.51 -5.40  -1.408
C -2.52 1.32 -4.48  -0.788
C -2.16 2.23 -3.51  1.019
C -0.95 3.11 -3.72  -1.338
C -0.70 3.45 2.11  0.391
C -1.34 2.83 3.19  1.285
C -2.79 2.42 3.11  -1.707
C -0.61 2.58 4.35  -1.079
C 0.73 2.92 4.46  0.883
C 1.50 2.64 5.72  -1.644
C 1.34 3.53 3.37  -0.809
C 0.65 3.80 2.20  1.170
C 1.35 4.45 1.03  -1.773
C 3.44 0.35 -2.04  -0.086
C 2.97 -0.06 -3.29  1.466
C 2.76 -1.52 -3.63  -1.868
C 2.63 0.91 -4.23  -0.636
C 2.75 2.26 -3.96  0.751
C 2.40 3.30 -5.00  -1.576
C 3.19 2.65 -2.70  -0.889
C 3.53 1.72 -1.74  0.939
C 3.95 2.17 -0.36  -1.517
H -0.28 -4.56 5.28  0.352
H -0.92 -2.92 5.29  0.306
H 0.44 -3.33 6.33  0.369
H 0.85 -5.01 3.25  0.239
H 2.00 -5.63 1.37  0.404
H 3.60 -4.90 1.22  0.298
H 2.29 -4.37 0.17  0.244
H 3.77 0.05 2.49  0.081
H 3.52 0.01 4.24  0.599
H 2.28 0.69 3.19  -0.322
H 1.31 -1.16 5.03  0.470
H 5.19 -2.99 1.76  0.582
H 6.69 -2.29 -0.09  0.383
H 5.84 -0.74 -1.83  0.486
H -1.58 5.83 1.48  0.536
H -2.78 6.58 -0.55  0.385
H -3.37 4.92 -2.30  0.560
H -4.61 2.35 -0.24  0.250
H -5.10 0.68 -0.49  0.316
H -5.95 1.97 -1.32  0.483
H -5.24 -0.04 -3.03  0.266
H -4.99 -0.90 -5.25  0.347
H -3.30 -1.36 -5.37  0.215
H -3.92 -0.05 -6.39  0.417
H -1.92 1.24 -5.38  0.352
H -0.49 2.90 -4.68  0.391
H -0.20 2.94 -2.94  0.109
H -1.22 4.17 -3.68  0.330
H -3.40 3.19 2.63  0.312
H -3.19 2.21 4.10  0.505
H -2.90 1.50 2.51  0.164
H -1.11 2.10 5.19  0.287
H 0.92 2.03 6.41  0.349
H 1.77 3.57 6.22  0.373
H 2.43 2.11 5.49  0.279
H 2.40 3.79 3.43  0.326
H 2.41 4.56 1.24  0.413
H 0.94 5.43 0.81  0.458
H 1.23 3.85 0.12  0.204
H 3.07 -2.18 -2.82  0.286
H 3.33 -1.79 -4.52  0.464
H 1.71 -1.70 -3.82  0.253
H 2.26 0.59 -5.20  0.310
H 1.92 2.84 -5.86  0.371
H 3.29 3.82 -5.34  0.410
H 1.72 4.05 -4.58  0.307
H 3.27 3.71 -2.46  0.348
H 4.31 3.20 -0.39  0.599
H 4.74 1.54 0.05  0.402
H 3.11 2.11 0.33  -0.026
Se -2.70 -2.94 -2.87  -0.595
S -2.49 -4.11 1.03  -0.130
C -3.29 -5.60 0.54  0.512
C -3.85 -5.83 -0.72  0.045
C -4.47 -7.04 -1.00  -0.636
C -4.55 -8.04 -0.05  -0.416
C -3.99 -7.82 1.20  -0.539
C -3.37 -6.62 1.49  -0.578
H -3.80 -5.06 -1.47  0.194
H -4.90 -7.19 -1.98  0.356
H -5.04 -8.98 -0.27  0.348
H -4.03 -8.60 1.96  0.325
H -2.93 -6.45 2.47  0.396

Energy in eV: -291312.08864
Net charge: -1
2S+1: 3
HOMO-LUMO gap (alpha / beta) in Eh: 0.2314 / 0.2654
Energy relative to the best compared isomer or geometry (same formula, charge and spin) in eV: 0.429
M in g mol⁻¹: 1184.5